Record 1
C23H24ClN3O2 | ωB97M-V with the def2-TZVPD basis set

Geometry (Å):
O -0.19 -2.30 1.94
C -0.18 -1.27 1.31
N -1.21 -0.40 1.29
C -2.50 -0.68 1.90
C -3.56 -0.79 0.84
C -4.13 -2.00 0.49
C -5.09 -2.10 -0.52
C -5.51 -0.99 -1.22
C -4.95 0.23 -0.88
N -5.16 1.48 -1.40
C -4.37 2.38 -0.74
C -3.63 1.73 0.20
C -3.97 0.35 0.14
C 0.99 -0.83 0.44
C 0.80 -1.38 -0.99
C 1.89 -2.40 -1.34
C 3.26 -1.79 -1.12
O 4.13 -1.75 -1.96
N 3.40 -1.26 0.12
C 4.62 -0.57 0.47
C 4.76 0.78 -0.27
C 3.51 1.59 -0.15
C 3.15 2.17 1.06
C 1.95 2.85 1.20
C 1.11 2.96 0.11
Cl -0.41 3.78 0.28
C 1.46 2.42 -1.12
C 2.66 1.74 -1.23
C 2.30 -1.34 1.05
H -1.17 0.41 0.69
H -2.39 -1.62 2.44
H -2.75 0.12 2.60
H -3.82 -2.89 1.01
H -5.50 -3.07 -0.75
H -6.25 -1.07 -2.00
H -5.81 1.70 -2.14
H -4.39 3.42 -0.99
H -2.92 2.19 0.87
H 1.02 0.27 0.41
H 0.85 -0.56 -1.70
H -0.18 -1.85 -1.08
H 1.78 -3.28 -0.71
H 1.81 -2.70 -2.38
H 5.47 -1.21 0.18
H 4.64 -0.42 1.55
H 5.62 1.31 0.15
H 4.96 0.57 -1.32
H 3.81 2.08 1.92
H 1.67 3.29 2.15
H 0.80 2.52 -1.96
H 2.93 1.30 -2.18
H 2.14 -2.38 1.37
H 2.54 -0.76 1.94

## Properties
Molecular weight (u): 409.917
E (eV): -45330.5010
Kohn-Sham gap (eV): 8.793
SMILES: O=C(NCc1cccc2[nH]ccc12)[C@@H]1CCC(=O)N(CCc2ccc(Cl)cc2)C1
Lowest unoccupied orbital energy (eV): 0.63
2S+1: 1
HOMO level (eV): -8.161
Energy above the lowest of the compared OMol25 structures with the same formula, charge and spin (kJ/mol): 0.0
Largest force on an atom (eV/A): 0.811


Record 2
C23H24CsN6S | ωB97M-V with the def2-TZVPD basis set

Geometry (Å):
Cs 0.62 1.30 -1.59
C 1.26 0.45 2.38
C 2.51 1.22 1.91
C 3.47 0.35 1.16
C 4.39 -0.44 1.85
C 5.25 -1.25 1.14
C 5.17 -1.24 -0.25
C 4.24 -0.40 -0.85
N 3.41 0.37 -0.16
N 0.04 1.01 1.81
C -0.27 2.31 2.38
C -1.39 3.01 1.66
C -2.40 3.61 2.40
C -3.42 4.29 1.75
C -3.39 4.34 0.37
C -2.34 3.71 -0.29
N -1.36 3.06 0.33
C -1.09 0.12 2.03
C -0.94 -1.20 1.34
C -1.02 -2.39 2.07
C -0.86 -3.59 1.41
C -0.66 -3.58 0.04
C -0.63 -2.35 -0.60
N -0.78 -1.19 0.02
H 1.21 0.45 3.49
H 1.32 -0.59 2.06
H 3.02 1.66 2.76
H 2.19 2.01 1.24
H 4.43 -0.39 2.93
H 5.97 -1.88 1.64
H 5.81 -1.87 -0.85
H 4.16 -0.33 -1.92
H 0.61 2.95 2.33
H -0.55 2.21 3.44
H -2.39 3.55 3.48
H -4.20 4.77 2.32
H -4.16 4.85 -0.19
H -2.28 3.73 -1.37
H -1.98 0.62 1.64
H -1.25 -0.05 3.11
H -1.18 -2.36 3.13
H -0.91 -4.53 1.95
H -0.53 -4.50 -0.51
H -0.51 -2.29 -1.68
S 1.15 -0.73 -4.22
C -0.42 -1.17 -4.42
N -0.73 -2.27 -5.20
C -1.98 -2.72 -5.33
C -3.00 -2.08 -4.69
C -2.65 -0.94 -3.92
N -1.43 -0.51 -3.81
H 0.05 -2.72 -5.66
H -2.15 -3.60 -5.95
H -4.02 -2.41 -4.77
H -3.40 -0.39 -3.39

## Properties
Charge: +1
Molecular weight (u): 549.459
E (eV): -44560.7845
Kohn-Sham gap (eV): 8.270
Lowest unoccupied orbital energy (eV): -2.78
2S+1: 1
HOMO level (eV): -11.048
Energy above the lowest of the compared OMol25 structures with the same formula, charge and spin (kJ/mol): 8.8
Largest force on an atom (eV/A): 0.897


Record 3
C23H24FI2N2NaO5 | ωB97M-V with the def2-TZVPD basis set

Geometry (Å):
Na -0.96 1.30 -0.98
C 1.22 0.86 2.39
O 1.52 0.21 1.18
C 1.76 -1.17 1.33
C 1.57 -1.84 -0.01
O 0.18 -2.00 -0.19
C -0.19 -2.50 -1.45
C -1.69 -2.37 -1.54
O -2.02 -1.08 -1.99
C -3.26 -0.61 -1.46
H 2.08 0.83 3.08
H 0.36 0.40 2.88
H 0.98 1.89 2.16
H 1.04 -1.60 2.03
H 2.77 -1.34 1.71
H 2.08 -2.82 -0.02
H 1.99 -1.21 -0.81
H 0.12 -3.55 -1.57
H 0.28 -1.91 -2.25
H -2.10 -2.54 -0.54
H -2.12 -3.13 -2.22
H -4.08 -1.28 -1.75
H -3.42 0.38 -1.87
H -3.20 -0.56 -0.37
I -0.13 3.93 2.48
C -1.01 2.20 3.22
C -1.26 2.09 4.59
C -1.80 0.95 5.12
I -2.13 0.88 7.19
C -2.13 -0.15 4.29
C -2.68 -1.37 4.75
C -2.95 -2.37 3.86
C -2.69 -2.15 2.50
N -2.19 -1.04 2.03
C -1.90 -0.04 2.89
C -1.29 1.17 2.29
O -1.02 1.24 1.07
H -1.01 2.92 5.23
H -2.87 -1.50 5.80
H -3.37 -3.31 4.20
H -2.91 -2.93 1.77
O -3.85 3.52 -3.86
C -3.11 2.98 -3.07
N -2.39 2.45 -2.29
F 5.99 1.96 -5.54
C 4.89 1.62 -4.76
C 5.01 1.61 -3.38
C 3.92 1.27 -2.60
C 2.64 0.92 -3.15
C 1.56 0.54 -2.36
C 2.59 0.97 -4.59
C 3.69 1.31 -5.36
H 5.96 1.87 -2.92
H 4.03 1.28 -1.52
H 0.62 0.25 -2.82
H 1.66 0.50 -1.28
H 1.65 0.74 -5.08
H 3.61 1.33 -6.44

## Properties
Charge: -2
Molecular weight (u): 704.250
E (eV): -60793.1858
Kohn-Sham gap (eV): 3.176
Lowest unoccupied orbital energy (eV): 3.26
2S+1: 1
HOMO level (eV): 0.089
Energy above the lowest of the compared OMol25 structures with the same formula, charge and spin (kJ/mol): 98.2
Largest force on an atom (eV/A): 1.207


Record 4
C23H24FN3O3 | ωB97M-V with the def2-TZVPD basis set

Geometry (Å):
C 5.06 -4.74 -5.33
O 4.85 -5.17 -4.00
C 4.17 -4.36 -3.15
C 3.65 -3.11 -3.48
C 2.97 -2.37 -2.53
C 2.79 -2.85 -1.23
C 2.09 -2.13 -0.20
C 1.51 -0.91 -0.23
C 1.45 -0.03 -1.32
N 1.34 0.75 -2.16
C 0.85 -0.44 1.04
O 0.76 -1.15 2.02
N 0.40 0.84 1.00
C -0.38 1.40 2.07
C -1.90 1.21 1.80
C -2.34 1.84 0.49
C -3.47 1.31 -0.14
C -3.94 1.84 -1.32
C -3.27 2.91 -1.88
F -3.73 3.44 -3.04
C -2.16 3.46 -1.29
C -1.70 2.92 -0.10
N -2.80 1.65 2.83
C -2.96 0.83 4.02
C -2.08 1.28 5.19
O -2.28 2.65 5.48
C -1.99 3.45 4.36
C -2.87 3.06 3.16
C 3.32 -4.11 -0.92
C 4.00 -4.85 -1.85
H 5.65 -3.82 -5.37
H 5.62 -5.54 -5.81
H 4.11 -4.59 -5.86
H 3.77 -2.70 -4.47
H 2.58 -1.41 -2.81
H 2.02 -2.64 0.75
H 0.40 1.33 0.12
H -0.12 2.45 2.20
H -0.11 0.84 2.97
H -2.06 0.13 1.71
H -3.98 0.48 0.32
H -4.82 1.44 -1.81
H -1.66 4.30 -1.75
H -0.83 3.37 0.36
H -2.75 -0.21 3.77
H -4.01 0.91 4.33
H -2.35 0.74 6.10
H -1.02 1.10 4.97
H -2.19 4.48 4.66
H -0.92 3.35 4.10
H -2.60 3.65 2.28
H -3.91 3.28 3.42
H 3.20 -4.50 0.08
H 4.41 -5.82 -1.61

## Properties
Molecular weight (u): 409.461
E (eV): -37569.8791
Kohn-Sham gap (eV): 7.564
SMILES: COc1ccc(/C=C(\C#N)C(=O)NC[C@H](c2ccc(F)cc2)N2CCOCC2)cc1
Lowest unoccupied orbital energy (eV): -0.51
2S+1: 1
HOMO level (eV): -8.074
Energy above the lowest of the compared OMol25 structures with the same formula, charge and spin (kJ/mol): 238.7
Largest force on an atom (eV/A): 1.449


Which value of largest force on an atom does entry 4 give? 1.449 eV/A